7
Properties=species:S:1:pos:R:3 method="wB97M-V/def2-TZVPD" multiplicity=1 charge=0 gap_ev=8.45 lumo_energy_ev=-0.31 e_tot_ev=-23755.851 relative_energy_kj_mol=289.8
C 0.1226 1.3565 -0.1552
C -0.4855 -0.9363 0.1016
F -0.8851 2.1164 -0.3572
S 1.6137 1.6486 0.0685
I 1.3931 -1.9314 -0.1457
H -0.6997 -0.8903 1.1198
H -1.0590 -1.3635 -0.6319

=====

13
Properties=species:S:1:pos:R:3 method="wB97M-V/def2-TZVPD" multiplicity=7 charge=+3 gap_ev="5.34 / 5.10" lumo_energy_ev="-15.01 / -15.26" e_tot_ev=-30927.486
H -2.0780 0.6848 1.7401
C -0.4942 0.4050 -0.3216
C 0.1936 -0.5226 -1.2552
C 1.3294 -1.0874 -0.4043
C 1.3116 -0.3815 0.9029
O 0.3905 0.5779 0.7813
O -1.2867 1.3121 -0.5227
Tb -2.8480 2.4247 0.9869
Li -0.1103 0.9284 2.8585
H 0.5202 0.0529 -2.1322
H -0.5194 -1.2801 -1.6078
H 2.3382 -0.9462 -0.8255
H 1.2529 -2.1680 -0.2004